{"formula": "C15H33ClIO2P2Tl", "method": "wB97M-V/def2-TZVPD", "symbols": ["C", "C", "H", "H", "H", "O", "I", "Tl", "P", "C", "C", "H", "H", "H", "C", "H", "H", "H", "H", "H", "H", "C", "O", "Cl", "C", "C", "C", "P", "C", "C", "C", "C", "C", "C", "H", "H", "H", "H", "H", "H", "H", "H", "H", "H", "H", "H", "H", "H", "H", "H", "H", "H", "H", "H", "H"], "positions_angstrom": [[3.2483, -6.4216, 2.9783], [3.2578, -4.9749, 2.5988], [4.2068, -6.6917, 3.4382], [3.0843, -7.0432, 2.0945], [2.4400, -6.6259, 3.6855], [4.1797, -4.1955, 2.7839], [1.4786, -4.1560, 1.6137], [-0.0587, -0.7033, 0.6897], [0.8157, -0.6681, -2.1272], [1.8971, 0.4824, -3.0639], [1.7922, -2.2242, -2.0808], [-1.2104, -1.7831, -2.8641], [-0.1195, -1.4613, -4.2624], [-1.0985, -0.1337, -3.5522], [-0.5249, -1.0493, -3.3241], [1.2010, -3.0104, -1.5783], [2.0612, -2.5550, -3.0952], [2.2045, 0.0615, -4.0403], [2.8024, 0.7077, -2.4704], [2.7136, -2.0611, -1.4961], [1.3538, 1.4301, -3.2395], [1.4840, 1.8725, -0.1715], [1.6549, 2.9833, -0.3301], [-1.2802, -2.8915, 0.0709], [-3.8364, 0.9134, -1.8933], [-3.6301, 1.9310, -0.7584], [-4.9695, 2.3620, -0.1579], [-2.3546, 1.3395, 0.4259], [-1.7132, 2.8931, 1.2317], [-2.7024, 4.0474, 1.4711], [-0.8034, 2.6714, 2.4562], [-3.2637, 0.2980, 1.6778], [-4.0498, 1.0253, 2.7759], [-4.1109, -0.8056, 1.0225], [-4.3198, 0.0028, -1.5222], [-2.8908, 0.6204, -2.3765], [-4.4875, 1.3647, -2.6557], [-3.1600, 2.8440, -1.1711], [-5.5748, 1.5300, 0.2188], [-4.8507, 3.1019, 0.6402], [-5.5453, 2.8472, -0.9612], [-1.0494, 3.2142, 0.4006], [-3.4590, 3.8368, 2.2376], [-2.1454, 4.9318, 1.8160], [-3.2013, 4.3630, 0.5419], [-0.0251, 1.9202, 2.2539], [-0.2922, 3.6246, 2.6808], [-1.3474, 2.3629, 3.3589], [-2.4087, -0.2398, 2.1454], [-4.9169, 1.5641, 2.3758], [-4.4209, 0.2608, 3.4783], [-3.4421, 1.7329, 3.3633], [-3.5055, -1.3507, 0.2807], [-4.3923, -1.5175, 1.8164], [-5.0365, -0.4425, 0.5563]], "charge": 2, "gap_ha": [0.1406, 0.1410], "e_homo_ev": [-14.55, -14.56]}

---

{"formula": "C16H59NO14", "method": "wB97M-V/def2-TZVPD", "symbols": ["C", "O", "H", "H", "H", "H", "C", "O", "H", "H", "H", "H", "C", "O", "H", "H", "H", "H", "C", "O", "H", "H", "H", "H", "C", "O", "H", "H", "H", "H", "C", "O", "H", "H", "H", "H", "C", "O", "H", "H", "H", "H", "O", "H", "H", "O", "H", "H", "O", "H", "H", "O", "H", "H", "O", "H", "H", "O", "H", "H", "C", "C", "C", "C", "C", "C", "N", "O", "C", "C", "C", "H", "H", "H", "H", "H", "H", "H", "H", "H", "H", "H", "H", "H", "H", "H", "H", "H", "H", "H"], "positions_angstrom": [[-0.8652, 2.9757, 2.9910], [-1.7281, 4.0240, 2.6119], [-0.0126, 3.3038, 3.5855], [-1.4505, 2.3263, 3.6420], [-0.5356, 2.3646, 2.1507], [-2.2735, 4.2953, 3.3539], [-4.8668, 0.6316, -2.5527], [-3.7572, 0.3092, -1.7184], [-5.5000, -0.2549, -2.5868], [-5.3995, 1.4774, -2.1181], [-4.6550, 0.9002, -3.5876], [-3.3780, -0.5109, -2.0428], [-3.0880, -2.3411, -4.1156], [-2.9122, -2.3466, -2.6685], [-3.1912, -3.3971, -4.3651], [-3.9866, -1.8909, -4.5374], [-2.2159, -1.8632, -4.5620], [-2.0705, -2.7757, -2.4980], [1.7020, 0.2134, 2.7799], [3.0538, 0.7498, 2.7396], [1.7042, -0.8698, 2.6584], [1.4312, 0.3170, 3.8306], [0.9681, 0.6951, 2.1338], [3.4910, 0.3937, 3.5165], [-2.8998, 2.7663, -0.1251], [-4.1075, 2.1452, 0.1354], [-2.9528, 3.0726, -1.1699], [-2.8431, 3.7018, 0.4315], [-2.0722, 2.1049, 0.1312], [-4.2076, 1.3521, -0.3961], [1.3526, -3.8197, 3.4446], [0.6277, -4.5535, 4.3922], [0.6974, -3.3282, 2.7255], [2.0142, -3.0237, 3.7865], [2.0208, -4.5347, 2.9648], [0.6196, -5.4774, 4.1317], [-1.2347, -0.9991, 0.3886], [-1.4290, -1.4862, 1.7335], [-1.0324, 0.0654, 0.5065], [-0.4254, -1.5120, -0.1311], [-2.0974, -1.0664, -0.2743], [-2.0746, -1.0058, 2.2570], [-0.3521, -3.6439, -2.2734], [-0.4434, -4.1267, -1.4520], [0.4568, -3.1429, -2.1686], [-3.9279, -3.2120, 1.7215], [-4.7475, -3.0632, 2.1931], [-4.1979, -3.3827, 0.8191], [-4.4898, -3.5127, -0.8899], [-3.8792, -3.0105, -1.4296], [-4.4282, -4.4067, -1.2264], [-0.9120, -4.3055, 0.5519], [-0.0825, -4.5462, 0.9644], [-1.0910, -3.4210, 0.8712], [-2.8949, -0.1042, 3.8435], [-2.6477, -0.2091, 4.7622], [-3.4737, 0.6582, 3.8362], [-1.9590, -3.9267, 4.2215], [-1.0689, -4.2597, 4.1071], [-2.1942, -3.5709, 3.3646], [1.2778, 2.1825, -0.9520], [2.3113, 1.5139, -1.9075], [2.6127, 2.3453, -3.1437], [3.4190, 3.5579, -2.8998], [4.7682, 3.1368, -2.2770], [4.6343, 2.2762, -0.9879], [3.5719, 1.2064, -1.2012], [3.4670, 0.2952, -0.1862], [5.9677, 1.4903, -0.8546], [4.3697, 3.1376, 0.2462], [1.6401, 0.1964, -2.3797], [1.4923, 3.1936, -0.6059], [0.9936, 1.5389, -0.1195], [0.3428, 2.2892, -1.5021], [3.1312, 1.7244, -3.8743], [1.7946, 2.6668, -3.7882], [2.9665, 4.3123, -2.2562], [3.5613, 4.0689, -3.8520], [5.2641, 4.0862, -2.0750], [5.2623, 2.5743, -3.0691], [6.0158, 0.8968, 0.0584], [6.0525, 0.7665, -1.6651], [6.8494, 2.1306, -0.8252], [3.4465, 3.6927, 0.0802], [4.1407, 2.6067, 1.1702], [5.2195, 3.7985, 0.4168], [0.7415, 0.4338, -2.9492], [1.3101, -0.3834, -1.5177], [2.3289, -0.3944, -2.9836], [2.9599, 0.7170, 0.5114]], "charge": 0, "gap_ha": 0.3024, "e_homo_ev": -7.96}

---

{"formula": "C53H39AsCl3F12GaGeNP2S", "method": "wB97M-V/def2-TZVPD", "symbols": ["Ga", "F", "C", "F", "F", "C", "C", "C", "C", "N", "C", "S", "H", "H", "H", "Cl", "Ge", "Cl", "Cl", "C", "C", "As", "C", "C", "C", "C", "C", "C", "C", "C", "C", "C", "C", "C", "P", "C", "C", "C", "C", "C", "C", "C", "C", "C", "C", "C", "C", "H", "H", "H", "H", "H", "H", "H", "H", "H", "H", "H", "H", "H", "H", "H", "H", "H", "H", "H", "H", "H", "H", "H", "H", "F", "C", "F", "F", "C", "C", "C", "C", "C", "C", "P", "C", "C", "C", "C", "C", "C", "C", "F", "F", "F", "C", "C", "C", "C", "C", "C", "C", "F", "F", "F", "H", "H", "H", "H", "H", "H", "H", "H", "H", "H", "H", "H"], "positions_angstrom": [[0.1736, -0.3787, 0.2918], [1.3101, 3.5133, -2.5392], [2.5871, 3.2470, -2.2716], [2.9985, 4.1286, -1.3417], [3.2990, 3.4640, -3.3751], [2.8013, 1.8393, -1.7680], [4.0831, 1.3099, -1.8291], [4.3380, 0.0382, -1.3396], [3.3029, -0.6572, -0.7559], [2.0698, -0.1497, -0.6684], [1.7940, 1.0640, -1.1986], [0.0824, 1.4593, -1.0556], [4.8769, 1.8934, -2.2785], [5.3225, -0.4022, -1.4011], [3.4564, -1.6447, -0.3424], [-4.2263, -1.2439, 0.9397], [-2.8404, 0.1461, 0.1238], [-2.8812, 1.9612, 1.2230], [-3.2836, 0.5615, -1.9132], [0.2962, -0.2372, 4.0237], [0.8831, 0.4821, 5.2361], [0.5831, -0.4855, 6.9487], [1.8581, -1.9334, 6.6595], [1.7111, -3.0581, 7.4683], [2.5835, -4.1331, 7.3589], [3.6124, -4.0971, 6.4249], [3.7699, -2.9752, 5.6186], [2.9033, -1.8979, 5.7415], [1.6920, 0.7403, 7.9755], [1.1568, 2.0001, 8.2365], [1.8871, 2.9388, 8.9488], [3.1539, 2.6176, 9.4193], [3.6820, 1.3579, 9.1778], [2.9561, 0.4201, 8.4545], [0.8956, 0.5093, 2.4604], [2.6824, 0.2668, 2.5587], [3.1675, -1.0197, 2.3243], [4.5001, -1.3248, 2.5442], [5.3610, -0.3388, 3.0102], [4.8837, 0.9408, 3.2574], [3.5470, 1.2470, 3.0409], [0.5425, 2.2710, 2.4787], [1.3014, 3.1416, 1.6951], [0.9993, 4.4913, 1.6674], [-0.0631, 4.9802, 2.4182], [-0.8257, 4.1187, 3.1940], [-0.5293, 2.7650, 3.2213], [-0.7968, -0.2644, 4.0381], [0.6402, -1.2750, 3.9848], [0.4404, 1.4662, 5.3707], [1.9568, 0.6340, 5.1214], [0.9081, -3.1008, 8.1949], [2.4597, -4.9942, 8.0027], [4.2992, -4.9294, 6.3407], [4.5910, -2.9272, 4.9103], [3.0728, -1.0184, 5.1223], [0.1538, 2.2502, 7.9042], [1.4622, 3.9136, 9.1512], [3.7219, 3.3445, 9.9849], [4.6616, 1.0985, 9.5585], [3.3812, -0.5610, 8.2786], [2.5003, -1.7942, 1.9616], [4.8666, -2.3269, 2.3554], [6.4033, -0.5687, 3.1892], [5.5504, 1.7052, 3.6340], [3.1831, 2.2408, 3.2689], [2.1350, 2.7731, 1.1069], [1.5942, 5.1614, 1.0610], [-0.2964, 6.0368, 2.3989], [-1.6523, 4.4997, 3.7788], [-1.1367, 2.1040, 3.8263], [-5.5829, -5.1255, -2.5809], [-4.5626, -4.6392, -3.2956], [-5.0274, -3.6543, -4.0670], [-4.1204, -5.6185, -4.0925], [-3.4540, -4.1607, -2.3867], [-3.0173, -5.0051, -1.3694], [-2.0019, -4.6009, -0.5252], [-1.4278, -3.3394, -0.6962], [-1.8481, -2.5152, -1.7342], [-2.8701, -2.9225, -2.5816], [-0.0211, -2.7971, 0.2956], [-0.2923, -3.3491, 1.9952], [-1.6253, -3.3611, 2.4161], [-1.9538, -3.7788, 3.6925], [-0.9502, -4.1752, 4.5641], [0.3811, -4.1261, 4.1749], [0.7096, -3.7149, 2.8927], [-1.3227, -4.6461, 5.9495], [-2.5815, -5.0929, 5.9873], [-0.5149, -5.6333, 6.3525], [-1.2225, -3.6428, 6.8350], [1.4072, -3.5726, -0.5068], [1.6649, -3.1663, -1.8184], [2.6893, -3.7501, -2.5386], [3.4661, -4.7387, -1.9458], [3.1970, -5.1722, -0.6579], [2.1587, -4.5966, 0.0625], [4.6446, -5.3099, -2.6986], [5.7410, -4.5706, -2.4515], [4.9070, -6.5626, -2.3242], [4.4369, -5.2965, -4.0153], [-3.4779, -5.9759, -1.2393], [-1.6692, -5.2606, 0.2662], [-1.3726, -1.5542, -1.9117], [-3.2091, -2.2769, -3.3795], [-2.4234, -3.0841, 1.7411], [-2.9900, -3.8154, 4.0002], [1.1661, -4.4219, 4.8582], [1.7566, -3.6904, 2.6223], [1.0639, -2.3959, -2.2877], [2.8846, -3.4445, -3.5580], [3.7812, -5.9714, -0.2219], [1.9313, -4.9790, 1.0466]], "e_above_lowest_ev": 0.485, "charge": 2, "spin_multiplicity": 2, "gap_ha": [0.2376, 0.1478], "e_homo_ev": [-12.52, -12.52]}

---

no.,E_tot (hartree)
1,-2354.2484
2,-1752.9327
3,-11994.9024